{
  "formula": "C10H22IOPS",
  "method": "ωB97M-V/def2-TZVPD",
  "elements": ["C", "C", "C", "C", "C", "P", "C", "S", "C", "C", "C", "C", "O", "I", "H", "H", "H", "H", "H", "H", "H", "H", "H", "H", "H", "H", "H", "H", "H", "H", "H", "H", "H", "H", "H", "H"],
  "coordinates": [[-1.796, -0.732, 2.465], [-0.605, 0.036, 1.879], [-0.961, 1.432, 1.330], [-0.706, 1.603, -0.165], [0.753, 1.884, -0.571], [1.827, 0.416, -0.859], [0.694, -0.234, -2.327], [0.287, -1.965, -2.041], [-1.476, -2.069, -2.458], [-2.372, -2.037, -1.231], [3.158, 0.924, 0.518], [2.913, 0.483, 1.896], [2.646, 1.167, 2.834], [3.053, -1.655, 2.221], [-1.876, -0.575, 3.537], [-2.730, -0.407, 2.010], [-1.693, -1.799, 2.282], [0.162, 0.137, 2.640], [-0.184, -0.563, 1.071], [-0.461, 2.218, 1.894], [-2.030, 1.586, 1.479], [-1.296, 2.447, -0.524], [-1.101, 0.725, -0.672], [0.742, 2.400, -1.531], [1.201, 2.551, 0.160], [1.636, -0.820, -0.211], [2.878, 0.563, -1.786], [-0.212, 0.347, -2.461], [1.266, -0.157, -3.252], [-1.709, -1.261, -3.146], [-1.612, -3.005, -2.993], [-3.406, -2.243, -1.504], [-2.323, -1.077, -0.722], [-2.060, -2.804, -0.525], [4.101, 0.480, 0.196], [3.292, 2.003, 0.566]],
  "mulliken_charge": [-1.5842, 0.4737, -0.9645, -0.0405, -0.9908, 0.6685, -1.1655, -0.0942, -0.5216, -0.8155, -1.1749, 0.3026, -0.4961, -0.0341, 0.4018, 0.3586, 0.3397, 0.2570, -0.0704, 0.3181, 0.4547, 0.4373, -0.2865, 0.4856, 0.5384, -0.2224, -0.0131, 0.4086, 0.5795, 0.3359, 0.3828, 0.4152, 0.0523, 0.2516, 0.5480, 0.4644],
  "molar_mass_da": 348.23,
  "e_tot_ha": -1506.61391,
  "smiles": "CCCCC[PH2](CSCC)CC(=O)I",
  "gap_ev": 8.81
}

=====

{
  "formula": "C10H22N2O3Si",
  "method": "ωB97M-V/def2-TZVPD",
  "elements": ["N", "N", "O", "O", "O", "C", "C", "C", "C", "C", "C", "C", "C", "C", "C", "Si", "H", "H", "H", "H", "H", "H", "H", "H", "H", "H", "H", "H", "H", "H", "H", "H", "H", "H", "H", "H", "H", "H"],
  "coordinates": [[0.715, 0.590, -0.158], [-2.186, -0.321, 0.412], [0.470, -0.462, -0.947], [-2.261, 0.138, -0.871], [-1.303, -2.138, -2.190], [1.945, 0.634, 0.162], [-2.096, 0.603, 1.294], [-1.268, -3.014, -1.112], [2.358, 1.703, 1.137], [-2.433, 2.024, 1.018], [3.374, -0.082, -1.782], [-0.836, -0.881, 2.861], [2.961, -0.301, -0.321], [-1.790, 0.289, 2.712], [-0.948, 0.442, -3.224], [-1.004, -0.573, -1.695], [-0.726, -2.550, -0.271], [-2.259, -3.283, -0.758], [-0.739, -3.923, -1.374], [1.788, 2.632, 0.962], [3.421, 1.894, 1.036], [2.218, 1.422, 2.163], [-1.493, 2.575, 1.009], [-3.049, 2.469, 1.777], [-2.919, 2.199, 0.057], [2.553, -0.295, -2.414], [3.626, 0.972, -1.992], [4.203, -0.707, -2.121], [-0.559, -1.102, 3.893], [-1.272, -1.797, 2.435], [0.101, -0.711, 2.326], [3.825, -0.302, 0.328], [2.585, -1.301, -0.186], [-1.370, 1.158, 3.198], [-2.717, 0.076, 3.256], [-0.993, 1.543, -3.043], [-1.843, 0.173, -3.800], [-0.081, 0.207, -3.776]],
  "mulliken_charge": [-0.2315, -0.5016, 0.2901, -0.2704, -0.5260, 0.4988, 0.9904, -0.4811, -1.3473, -1.4623, -1.0388, -1.0030, -0.5664, -0.4902, -1.1512, 0.6153, 0.1420, 0.2369, 0.2702, 0.3260, 0.4311, 0.2688, 0.2644, 0.4486, 0.3520, 0.1892, 0.3110, 0.3537, 0.4082, 0.2653, 0.1137, 0.4796, 0.2588, 0.3271, 0.3119, 0.2674, 0.3043, 0.3452],
  "e_above_lowest_kcal_mol": 0.0,
  "molar_mass_da": 246.38,
  "e_tot_ha": -1018.96670,
  "gap_ev": 10.17
}

=====

{
  "formula": "C10H22N3OS",
  "method": "ωB97M-V/def2-TZVPD",
  "elements": ["C", "H", "H", "H", "C", "N", "C", "C", "N", "C", "S", "N", "H", "C", "H", "C", "H", "H", "O", "C", "H", "H", "H", "H", "C", "C", "H", "H", "H", "H", "H", "H", "H", "H", "H", "H", "H"],
  "coordinates": [[0.766, 3.666, 3.415], [1.673, 4.071, 2.974], [0.789, 3.887, 4.478], [-0.094, 4.179, 2.994], [0.680, 2.159, 3.241], [0.623, 1.702, 1.832], [1.748, 2.150, 0.992], [1.802, 1.227, -0.239], [0.489, 0.707, -0.591], [0.188, -0.597, -0.172], [0.696, -1.204, 1.303], [-0.558, -1.324, -0.984], [-0.773, -2.281, -0.712], [-0.927, -1.025, -2.347], [-1.980, -0.726, -2.384], [-0.721, -2.312, -3.170], [0.345, -2.556, -3.195], [-1.077, -2.158, -4.195], [-1.353, -3.407, -2.560], [-2.715, -3.578, -2.895], [-3.333, -2.746, -2.540], [-3.033, -4.495, -2.405], [-2.843, -3.683, -3.976], [-0.308, -0.212, -2.729], [-0.546, 1.692, -0.353], [-0.659, 2.003, 1.160], [-0.917, 3.053, 1.307], [-1.431, 1.384, 1.621], [-1.501, 1.325, -0.727], [-0.281, 2.589, -0.916], [0.711, 0.593, 1.837], [2.470, 0.383, -0.060], [2.183, 1.783, -1.101], [1.592, 3.191, 0.703], [2.676, 2.076, 1.559], [-0.211, 1.775, 3.742], [1.554, 1.688, 3.696]],
  "mulliken_charge": [-1.1507, 0.3182, 0.4110, 0.3350, -0.4275, 0.4885, -0.6102, -1.0483, 0.0072, 0.1688, -0.4732, -0.0071, 0.3744, -0.5076, 0.2275, -0.6633, 0.3399, 0.4062, -0.3728, -0.6720, 0.2787, 0.2530, 0.3135, 0.4107, -0.6661, -0.6834, 0.3953, 0.4264, 0.3601, 0.4266, -0.1674, 0.4950, 0.4016, 0.4352, 0.4194, 0.3709, 0.3866],
  "e_above_lowest_kcal_mol": 4.9,
  "molar_mass_da": 232.37,
  "total_charge": 1,
  "e_tot_ha": -1031.68804,
  "smiles": "CC[NH+]1CCN(C(=S)NCCOC)CC1",
  "gap_ev": 9.71
}

=====

{
  "formula": "C10H22N6O2",
  "method": "ωB97M-V/def2-TZVPD",
  "elements": ["O", "O", "C", "C", "N", "N", "N", "N", "N", "N", "C", "C", "C", "C", "C", "C", "C", "C", "H", "H", "H", "H", "H", "H", "H", "H", "H", "H", "H", "H", "H", "H", "H", "H", "H", "H", "H", "H", "H", "H"],
  "coordinates": [[2.395, -0.060, 2.980], [0.011, 0.026, -2.008], [1.769, 0.336, 2.004], [0.765, -0.271, -1.089], [0.838, -1.517, -0.597], [-4.496, 1.133, -0.389], [-2.464, -1.349, 0.674], [-4.285, -0.257, -0.136], [-2.309, 0.763, -0.003], [2.318, 0.391, 0.775], [0.328, 0.766, 2.199], [0.045, -2.658, -1.053], [-3.332, 1.796, 0.181], [-2.891, -0.496, -0.371], [3.710, 0.045, 0.524], [3.903, 0.124, -0.990], [2.842, 1.144, -1.404], [1.670, 0.814, -0.472], [1.473, -1.670, 0.171], [-4.565, 1.325, -1.391], [-3.118, -2.119, 0.764], [-2.423, -0.797, 1.524], [-4.508, -0.488, 0.829], [-1.658, 1.028, -0.741], [-0.325, 0.084, 1.661], [0.088, 0.729, 3.260], [0.189, 1.781, 1.835], [0.682, -3.367, -1.582], [-0.413, -3.153, -0.195], [-0.752, -2.329, -1.724], [-3.488, 2.006, 1.245], [-3.091, 2.732, -0.335], [-2.653, -0.836, -1.388], [4.354, 0.776, 1.016], [3.942, -0.956, 0.889], [3.684, -0.844, -1.443], [4.909, 0.453, -1.253], [2.578, 1.051, -2.458], [3.204, 2.152, -1.193], [1.073, 1.712, -0.315]],
  "mulliken_charge": [-0.6818, -0.7238, 0.7674, 0.0429, 0.0171, -0.4183, -0.5089, -0.3669, -0.2305, -0.1178, -0.6400, -1.0067, -0.4731, -0.1852, -0.6528, -0.6182, -0.9910, 0.3693, 0.1431, 0.2988, 0.2738, 0.2692, 0.3835, 0.1794, -0.1508, 0.3872, 0.3066, 0.3552, 0.3435, 0.3080, 0.2213, 0.3557, 0.2143, 0.4231, 0.2983, 0.2935, 0.3850, 0.3888, 0.4095, 0.3311],
  "e_above_lowest_kcal_mol": 41.5,
  "molar_mass_da": 258.33,
  "e_tot_ha": -873.24608,
  "smiles": "CNC(=O)[C@@H]1CCCN1C(C)=O.N[C@@H]1NCNN1",
  "gap_ev": 9.63
}